This record from OMol25 describes 2 unconnected molecules or ions with the total composition C10H13O3P in a non-equilibrium geometry. The level of theory is wB97M-V/def2-TZVPD.

E_HOMO = 0.012 hartree
Total charge = -2
F_max = 7.3 eV Å⁻¹
Electronic energy = -955.8871 hartree
Kohn-Sham gap = 5.48 eV

Atoms and positions in Å:
C: -2.465 2.419 -0.327
C: -1.448 2.202 -1.323
C: -2.177 1.800 0.903
C: -0.467 1.248 -1.227
C: -1.129 0.896 1.037
C: -0.276 0.506 -0.029
C: -0.280 -2.185 1.426
C: 0.663 -1.609 -1.562
C: 0.941 -1.243 1.173
C: 0.832 -0.328 0.041
O: 2.819 1.194 0.907
O: 3.494 -0.642 -0.602
O: 2.277 1.272 -1.609
P: 2.550 0.464 -0.373
H: -3.358 3.154 -0.557
H: -1.615 2.527 -2.331
H: -2.820 2.128 1.762
H: 0.307 1.264 -1.958
H: -1.071 0.389 2.021
H: -0.769 -2.398 0.505
H: -1.004 -1.727 2.056
H: -0.080 -3.258 1.924
H: 1.190 -2.530 -1.091
H: -0.290 -1.815 -1.757
H: 1.331 -1.170 -2.262
H: 1.057 -0.721 2.183
H: 1.791 -1.836 1.068

This record from OMol25 describes C22H25N3O3 in the gas phase. The level of theory is wB97M-V/def2-TZVPD.

E_HOMO = -0.323 hartree
F_max = 0.8 eV Å⁻¹
Electronic energy = -1243.3744 hartree
Kohn-Sham gap = 9.17 eV
SMILES string = Cc1ccc2c(c1)N(CC(=O)NC1CCCCCC1)C(=O)c1cccnc1O2

Atoms and positions in Å:
C: -5.024 -3.623 0.100
C: -4.170 -2.432 0.411
C: -4.196 -1.843 1.669
C: -3.415 -0.737 1.938
C: -2.562 -0.226 0.971
C: -2.486 -0.828 -0.285
C: -3.315 -1.914 -0.549
N: -1.566 -0.394 -1.266
C: -0.722 -1.406 -1.892
C: 0.527 -1.595 -1.012
O: 0.650 -2.544 -0.267
N: 1.412 -0.597 -1.142
C: 2.549 -0.425 -0.255
C: 3.831 -0.238 -1.073
C: 5.058 -0.809 -0.364
C: 5.547 0.023 0.819
C: 4.487 0.304 1.884
C: 3.446 1.328 1.428
C: 2.236 0.733 0.703
C: -1.292 0.900 -1.565
O: -0.453 1.197 -2.407
C: -2.014 1.980 -0.847
C: -2.355 3.143 -1.529
C: -2.842 4.230 -0.823
C: -2.927 4.126 0.555
N: -2.596 3.032 1.220
C: -2.157 1.988 0.548
O: -1.819 0.901 1.299
H: -4.466 -4.538 0.300
H: -5.316 -3.630 -0.947
H: -5.917 -3.630 0.718
H: -4.841 -2.242 2.437
H: -3.438 -0.253 2.901
H: -3.300 -2.365 -1.530
H: -1.252 -2.354 -1.950
H: -0.446 -1.058 -2.890
H: 1.184 0.178 -1.754
H: 2.619 -1.363 0.305
H: 3.703 -0.774 -2.017
H: 3.982 0.816 -1.307
H: 5.876 -0.888 -1.085
H: 4.824 -1.820 -0.023
H: 6.382 -0.508 1.283
H: 5.934 0.978 0.452
H: 4.999 0.699 2.765
H: 3.997 -0.624 2.181
H: 3.070 1.873 2.297
H: 3.938 2.060 0.785
H: 1.510 0.373 1.435
H: 1.750 1.532 0.134
H: -2.220 3.177 -2.600
H: -3.126 5.139 -1.329
H: -3.275 4.947 1.166

What is the formula in the second record? C22H25N3O3